Entry 1:
76
Properties=species:S:1:pos:R:3:forces:R:3:lowdin_charge:R:1 method="wB97M-V/def2-TZVPD" de_lowest_kcal_mol=155.1 homo_lumo_gap_ha=0.089 charge=0
C -2.323 0.330 2.273 -0.2 0.1 0.4 -0.02
C -1.266 0.419 1.180 -0.3 0.4 0.8 -0.40
C -1.782 -0.355 -0.027 0.2 0.8 -0.1 0.00
C -0.721 1.935 1.065 -0.7 0.8 -0.1 -0.40
C -0.246 2.336 -0.334 0.4 -0.2 0.0 0.01
C -1.694 3.003 1.562 -0.4 -0.1 0.2 -0.01
O 0.447 1.938 1.933 0.2 -0.3 -0.4 0.16
B 0.912 0.663 1.770 -2.1 -0.5 -0.4 -0.61
C 2.287 0.171 1.437 0.8 0.6 -0.2 -0.03
C 3.360 0.854 1.982 0.1 -0.6 0.3 0.06
C 4.590 0.241 1.991 1.2 0.1 0.1 -0.10
C 5.682 0.861 2.827 1.0 0.6 0.6 -0.51
F 6.934 0.435 2.492 -0.9 0.2 0.1 0.12
F 5.698 2.227 2.733 -0.1 -1.1 0.0 0.12
F 5.536 0.577 4.165 0.0 0.2 -1.1 0.12
C 4.807 -0.963 1.328 -0.3 0.0 0.2 0.08
C 3.735 -1.516 0.630 0.6 -0.4 -0.5 -0.09
C 3.920 -2.819 -0.094 0.0 -1.4 -0.6 -0.50
F 3.287 -3.862 0.551 0.5 1.0 -0.5 0.11
F 3.402 -2.800 -1.360 0.3 0.1 1.0 0.12
F 5.219 -3.208 -0.208 -0.7 0.5 0.1 0.12
C 2.478 -0.942 0.625 0.3 -0.2 0.7 0.08
C -2.700 -2.794 2.072 0.4 -1.3 2.1 0.04
C -1.521 -3.565 2.270 0.3 -0.2 0.1 -0.30
C -0.370 -2.943 2.858 0.0 -0.3 -0.2 -0.03
C 0.861 -3.566 2.771 -0.3 0.1 0.2 -0.09
C 0.969 -4.859 2.249 0.0 0.0 0.1 -0.09
C -0.184 -5.566 1.887 0.1 0.2 0.2 -0.09
C -1.423 -4.948 1.944 0.5 0.3 -0.8 -0.04
O -0.094 -0.283 1.641 0.3 0.6 -0.5 0.10
H -3.216 0.968 2.132 0.6 -0.2 -0.1 0.10
H -2.659 -0.707 2.275 0.1 0.5 0.2 0.02
H -1.845 0.583 3.231 -0.3 -0.1 -0.1 0.11
H -2.749 0.099 -0.306 0.5 -0.5 -0.1 0.09
H -1.059 -0.359 -0.860 -0.4 0.1 0.3 0.08
H -1.938 -1.426 0.211 -0.2 0.2 0.5 0.09
H -0.998 2.912 -0.894 0.2 -0.5 0.3 0.08
H 0.644 2.979 -0.254 -0.2 -0.2 0.1 0.12
H 0.036 1.429 -0.884 0.0 0.4 0.0 0.08
H -2.560 2.952 0.878 0.2 0.3 0.4 0.08
H -2.041 2.823 2.595 0.2 0.0 -0.5 0.09
H -1.272 4.027 1.531 0.0 -0.7 -0.2 0.10
H 3.209 1.802 2.475 0.0 0.0 0.2 0.14
H 5.770 -1.467 1.377 -0.2 0.2 -0.1 0.14
H 1.667 -1.382 0.055 0.0 -0.1 0.3 0.15
H -2.872 -2.310 3.051 -0.5 0.6 -1.1 0.08
H -3.537 -3.286 1.594 -0.2 0.2 -0.1 0.06
H -0.434 -1.956 3.326 -0.1 -0.4 -0.5 0.11
H 1.732 -3.012 3.116 0.0 -0.3 0.0 0.11
H 1.946 -5.326 2.183 -0.2 0.0 -0.1 0.10
H -0.093 -6.589 1.538 -0.1 0.0 0.2 0.10
H -2.313 -5.517 1.683 0.1 0.3 -0.1 0.11
C -2.048 0.692 -2.479 -0.2 1.5 -3.4 -0.03
C -2.638 2.029 -2.519 -0.5 0.4 0.4 -0.23
C -3.841 2.231 -1.797 0.1 0.2 0.3 -0.05
C -4.320 3.507 -1.515 -0.4 0.0 0.0 -0.10
C -3.672 4.662 -1.961 0.2 -0.3 0.1 -0.09
C -2.542 4.498 -2.768 -0.3 -0.4 -0.2 -0.08
C -2.123 3.216 -3.147 0.4 0.0 0.6 -0.04
C -0.835 0.486 -3.281 0.5 -0.4 0.2 -0.23
C -0.636 -0.752 -3.933 0.0 -0.3 0.1 -0.04
C 0.466 -1.005 -4.744 0.0 0.0 -0.2 -0.09
C 1.465 -0.044 -4.927 -0.3 0.0 0.0 -0.09
C 1.348 1.171 -4.241 -0.4 0.0 0.0 -0.07
C 0.221 1.434 -3.443 0.2 0.0 0.0 -0.06
H -2.801 -0.118 -2.478 0.8 0.3 0.3 0.13
H -4.358 1.351 -1.406 0.1 0.3 0.0 0.11
H -5.229 3.630 -0.928 0.1 -0.2 -0.1 0.10
H -4.060 5.655 -1.711 0.3 -0.5 0.0 0.11
H -2.003 5.387 -3.098 -0.2 -0.4 -0.3 0.11
H -1.327 3.139 -3.884 -0.2 0.0 0.3 0.10
H -1.390 -1.526 -3.793 0.1 0.1 -0.1 0.11
H 0.541 -1.950 -5.284 -0.1 0.2 0.3 0.10
H 2.295 -0.226 -5.625 -0.4 0.1 0.5 0.11
H 2.140 1.912 -4.391 -0.4 -0.1 0.3 0.11
H 0.128 2.385 -2.916 0.4 -0.5 -0.2 0.09

***

Entry 2:
18
Properties=species:S:1:pos:R:3:forces:R:3:lowdin_charge:R:1 method="wB97M-V/def2-TZVPD" de_lowest_kcal_mol=114.4 homo_lumo_gap_ha=0.269 charge=0
C 0.639 -0.376 -0.994 -0.9 0.1 1.6 -0.13
C -0.679 2.082 0.205 0.2 0.4 -0.2 -0.19
C 1.117 -0.480 0.987 1.8 0.0 -0.2 0.02
C -1.201 -1.640 0.115 0.4 0.0 0.4 -0.04
C -0.448 -0.314 0.009 -1.5 0.8 -1.8 -0.57
O 0.921 0.705 -1.746 0.0 -0.2 0.3 0.06
N -1.161 0.740 0.387 0.5 -1.0 -0.1 -0.04
H 1.444 0.483 -2.526 0.2 -0.1 0.4 0.12
H 1.146 -1.306 -1.240 -0.3 0.1 -0.1 0.14
H -0.467 2.392 -0.828 -0.1 -0.2 0.0 0.06
H 0.249 2.295 0.761 -0.1 0.0 0.1 0.06
H -1.431 2.783 0.576 0.0 -0.1 0.1 0.06
H 1.541 0.509 1.132 0.0 0.0 -0.1 0.06
H 1.900 -1.217 0.819 0.2 0.1 0.0 0.06
H 0.632 -0.788 1.908 -0.7 0.0 -0.3 0.08
H -0.544 -2.511 0.151 0.1 0.0 0.0 0.08
H -1.795 -1.613 1.028 0.0 0.0 -0.1 0.08
H -1.862 -1.745 -0.745 0.0 0.1 0.0 0.08

***

Entry 3:
35
Properties=species:S:1:pos:R:3:forces:R:3:lowdin_charge:R:1 method="wB97M-V/def2-TZVPD" s2=3.773 homo_lumo_gap_ha="0.154 / 0.197" multiplicity=4 charge=-2
C 2.995 -1.207 1.055 0.0 -0.3 -0.9 -0.21
C 3.028 0.212 1.079 -0.1 0.1 -0.1 -0.17
C 2.245 0.715 0.020 0.4 -0.7 -0.5 -0.13
H 3.560 0.809 1.806 -0.2 0.0 0.1 0.08
C 1.776 -0.399 -0.757 1.8 0.2 -0.4 -0.25
C 2.280 -1.621 -0.134 1.6 0.5 -0.9 -0.31
H 2.250 -2.627 -0.535 -0.1 0.2 0.1 0.08
H 3.498 -1.882 1.741 0.0 0.1 -0.1 0.07
H 2.069 1.761 -0.226 -0.2 -0.3 0.3 0.08
H 1.215 -0.302 -1.675 0.1 -0.1 0.1 0.08
Co 0.821 -0.936 0.923 -1.0 0.9 2.1 0.10
Cl -0.711 -0.086 2.210 -0.5 0.6 1.7 0.02
C -1.590 2.967 0.424 0.9 0.5 -0.3 -0.23
C -1.127 2.963 -0.928 0.4 0.5 0.9 -0.23
C 0.138 3.622 -0.966 -0.3 -0.1 0.8 -0.25
H -1.635 2.518 -1.774 0.0 0.0 0.0 0.04
C 0.475 4.013 0.373 -0.9 -0.2 -0.4 -0.24
C -0.599 3.617 1.227 -0.1 -0.1 -1.1 -0.23
H -0.647 3.748 2.304 0.0 -0.1 -0.1 0.04
H -2.517 2.527 0.788 0.2 0.0 -0.1 0.05
H 0.761 3.758 -1.852 -0.1 0.0 0.2 0.04
H 1.372 4.550 0.679 -0.1 -0.1 0.0 0.04
C -2.428 -0.765 -0.434 -0.4 -0.2 -0.1 -0.26
Si -0.954 -1.898 -0.074 0.2 1.0 -0.4 0.33
C -1.548 -3.307 0.980 -0.6 -0.9 0.0 -0.28
C -0.424 -2.474 -1.793 -0.5 -0.8 -0.6 -0.27
H -2.738 -0.172 0.435 0.2 -0.2 -0.2 -0.02
H -3.272 -1.402 -0.730 -0.2 0.0 -0.2 0.00
H -2.211 -0.069 -1.256 0.0 -0.1 0.2 0.01
H -2.088 -4.013 0.345 -0.3 -0.4 0.0 -0.01
H -0.733 -3.843 1.469 0.0 0.0 -0.1 0.00
H -2.230 -2.957 1.757 0.0 0.1 0.0 0.01
H -1.267 -3.030 -2.220 0.0 -0.2 -0.4 0.00
H -0.201 -1.644 -2.475 -0.1 -0.1 0.3 0.01
H 0.441 -3.146 -1.786 -0.1 0.1 0.1 0.00

***

Entry 4:
150
Properties=species:S:1:pos:R:3:forces:R:3:lowdin_charge:R:1 method="wB97M-V/def2-TZVPD" de_lowest_kcal_mol=142.2 homo_lumo_gap_ha=0.319 charge=0
O -2.573 -5.267 1.973 1.8 1.7 2.4 -0.30
S -1.758 -4.465 2.919 0.8 -0.5 -0.2 0.72
O -2.237 -3.240 3.528 -0.8 -1.1 0.0 -0.32
O -1.131 -5.487 4.115 -0.9 -1.4 -5.2 -0.24
C -1.295 -5.209 5.399 1.0 3.1 3.8 -0.38
C -0.223 -5.768 6.318 -0.4 -1.0 0.3 -0.06
C -0.160 -3.954 2.202 -1.9 -2.0 -0.1 -0.10
H -2.266 -5.430 5.844 -0.2 0.0 -0.3 0.13
H -1.034 -4.153 5.476 -1.0 0.6 0.4 0.11
H -0.534 -6.790 6.538 0.8 -0.3 0.1 0.07
H -0.260 -5.217 7.258 -0.3 0.0 0.1 0.08
H 0.812 -5.660 5.995 -0.2 -0.3 -0.5 0.08
H -0.521 -4.062 1.180 1.0 0.9 -0.4 0.03
H 0.509 -4.779 2.447 0.3 0.4 0.0 0.07
H 0.079 -2.981 2.633 0.1 -0.4 -0.4 0.04
O 4.387 3.908 -0.837 -3.0 1.8 -1.9 -0.34
S 3.289 4.580 -1.606 0.4 -0.1 1.5 0.74
O 3.027 4.279 -3.012 0.5 0.2 2.2 -0.31
O 1.794 4.311 -0.819 1.7 0.5 -1.6 -0.29
C 1.754 3.988 0.582 -0.3 0.6 1.2 -0.25
C 0.295 4.131 1.119 -0.3 -0.5 -1.2 -0.04
C 3.504 6.473 -1.413 -0.1 -1.6 -0.6 -0.07
H 2.334 4.697 1.174 0.3 0.3 -0.2 0.11
H 2.278 3.043 0.723 -0.6 -0.4 0.1 0.09
H -0.458 3.729 0.441 0.3 -0.6 -0.4 0.05
H -0.097 5.146 1.182 0.7 0.3 0.3 0.07
H 0.075 3.625 2.059 0.6 0.1 0.1 0.07
H 4.560 6.666 -1.598 0.0 -0.2 0.5 0.06
H 3.147 6.751 -0.421 0.2 -0.1 -0.1 0.06
H 2.977 6.990 -2.215 -0.4 -0.4 0.2 0.06
O 4.852 1.244 -0.570 0.0 0.0 0.9 -0.29
S 5.013 0.916 0.817 1.1 -2.5 1.6 0.68
O 3.871 0.489 1.647 2.2 0.6 -1.7 -0.34
O 6.155 -0.372 0.906 -2.1 0.3 0.8 -0.33
C 7.309 -0.394 0.020 -1.5 0.7 -0.8 -0.24
C 7.013 -1.311 -1.195 -1.3 1.1 0.4 -0.05
C 6.028 2.112 1.774 -1.2 -0.6 -0.8 -0.08
H 8.184 -0.607 0.634 -0.1 -0.1 -0.1 0.12
H 7.255 0.651 -0.287 1.4 0.0 -0.7 0.09
H 6.245 -0.789 -1.766 0.3 0.6 -0.4 0.06
H 6.342 -2.127 -0.925 0.9 -0.8 0.4 0.08
H 7.823 -1.532 -1.890 0.1 -0.2 0.5 0.08
H 6.379 1.620 2.681 -0.2 -0.1 -0.2 0.07
H 5.306 2.896 2.002 0.4 0.3 -0.1 0.06
H 6.853 2.388 1.117 -0.2 0.3 0.2 0.07
O -7.347 0.462 -2.252 1.1 -2.5 1.0 -0.30
S -6.801 -0.418 -1.205 -1.5 1.4 1.8 0.68
O -7.483 -1.617 -0.685 1.3 1.3 -2.1 -0.30
O -5.203 -0.671 -1.395 -1.2 0.4 0.0 -0.27
C -4.720 -1.957 -1.711 1.4 -2.3 0.8 -0.24
C -4.153 -2.794 -0.485 -1.6 1.0 0.5 -0.05
C -6.655 0.650 0.201 1.2 0.5 0.4 -0.15
H -3.861 -1.813 -2.366 -0.2 0.2 -0.3 0.10
H -5.465 -2.565 -2.223 -0.1 0.2 0.0 0.11
H -4.000 -3.849 -0.710 0.5 0.3 -0.4 0.06
H -4.878 -2.873 0.325 -0.7 0.2 -0.2 0.07
H -3.330 -2.322 0.052 0.5 -0.2 -0.8 0.04
H -5.792 1.303 0.071 -0.3 0.4 -0.6 0.05
H -6.298 0.160 1.107 -0.8 -0.5 -0.1 0.04
H -7.546 1.259 0.353 0.0 -0.4 -0.1 0.09
O -3.347 1.292 -3.359 1.9 0.3 -1.2 -0.28
S -2.344 1.659 -4.352 1.8 -0.9 2.2 0.62
O -2.731 1.977 -5.666 -0.6 0.4 -1.4 -0.25
O -1.510 2.882 -3.724 -0.3 -0.2 0.7 -0.29
C -0.603 3.616 -4.557 -1.5 2.4 -0.5 -0.25
C -0.078 4.869 -3.838 0.4 -1.4 1.2 -0.06
C -0.881 0.509 -4.510 -1.5 -0.2 -0.8 -0.09
H -1.209 4.128 -5.304 -0.1 -1.0 -0.8 0.11
H 0.191 3.013 -4.999 -0.1 0.0 0.2 0.12
H 0.616 4.482 -3.093 0.8 0.7 -0.4 0.04
H -0.755 5.436 -3.199 -0.8 -0.3 -0.6 0.07
H 0.284 5.543 -4.615 0.6 -0.1 0.3 0.09
H -0.529 0.036 -3.593 -0.4 0.1 -0.1 0.04
H -0.066 0.948 -5.085 -0.1 0.7 0.5 0.06
H -1.220 -0.199 -5.267 -0.3 -0.6 0.5 0.07
O 2.349 -1.634 -1.989 1.0 0.3 -2.3 -0.34
S 2.747 -1.026 -3.260 -0.2 1.5 -0.7 0.70
O 4.052 -1.231 -3.899 -2.0 -0.4 1.3 -0.30
O 1.557 -1.200 -4.450 0.5 0.5 2.5 -0.30
C 1.464 -2.436 -5.114 0.0 -1.6 -2.6 -0.27
C 1.117 -2.150 -6.618 1.3 0.1 0.0 -0.05
C 2.493 0.771 -3.108 0.2 -0.2 0.1 -0.10
H 0.772 -3.239 -4.859 -0.6 0.8 1.4 0.08
H 2.442 -2.907 -5.010 0.2 0.0 -0.6 0.11
H 1.719 -1.276 -6.863 0.0 0.0 -0.5 0.07
H 0.116 -2.007 -7.025 -0.5 0.3 1.2 0.07
H 1.417 -2.977 -7.262 0.6 -0.2 0.3 0.07
H 2.916 1.344 -3.934 -0.1 -0.5 -0.3 0.08
H 3.039 1.140 -2.240 -0.1 -0.4 0.3 0.04
H 1.426 0.968 -3.009 0.1 -0.1 0.1 0.04
C 0.407 -0.385 1.179 0.0 -0.7 -0.6 -0.23
S -0.140 -0.992 -0.441 -0.7 -1.2 -0.6 0.89
O -0.960 -2.283 -0.221 0.9 2.3 0.1 -0.56
C -1.275 0.391 -0.786 -0.5 0.5 0.2 -0.24
H -0.543 -0.323 1.709 0.5 0.5 0.6 0.04
H 1.057 0.481 1.045 -0.7 0.6 0.0 0.05
H 1.109 -1.096 1.615 -0.4 -0.4 0.0 0.04
H -0.778 1.252 -1.234 0.7 -0.1 0.2 0.05
H -1.778 0.754 0.110 0.1 -0.1 0.1 0.03
H -2.045 0.185 -1.528 0.0 -0.7 0.1 0.04
C 3.904 -2.888 2.354 0.4 0.0 0.7 -0.23
S 3.252 -2.244 3.938 -1.7 -0.9 0.0 0.82
O 1.983 -3.084 4.233 2.2 1.1 -0.1 -0.58
C 4.629 -2.761 5.028 -0.9 -0.3 0.8 -0.25
H 4.724 -2.238 2.052 0.0 0.0 -0.1 0.03
H 3.127 -2.894 1.589 -0.1 0.2 0.3 0.05
H 4.264 -3.903 2.524 -0.1 0.0 0.0 0.06
H 4.703 -3.848 4.991 0.9 0.1 -0.7 0.06
H 4.407 -2.648 6.089 -1.0 0.5 0.0 0.05
H 5.477 -2.080 4.950 0.3 -0.6 -0.9 0.06
C 0.891 1.345 4.214 -0.2 0.5 -0.7 -0.23
S 2.486 2.204 4.004 0.0 0.9 -0.4 0.78
O 2.410 3.589 4.588 -0.5 -0.4 -0.6 -0.55
C 3.253 1.366 5.320 0.4 -0.9 1.6 -0.29
H 0.315 1.493 3.301 0.0 0.2 -0.1 0.01
H 0.349 1.846 5.016 0.2 -0.3 0.3 0.07
H 1.016 0.265 4.292 0.2 0.1 0.4 0.05
H 4.262 1.699 5.566 0.0 0.2 -0.6 0.06
H 3.240 0.278 5.253 -0.1 0.1 -0.2 0.02
H 2.637 1.719 6.147 0.0 -0.3 0.3 0.06
C -5.277 4.969 0.084 0.8 0.3 -0.5 -0.23
S -3.502 5.620 0.002 -0.5 -1.5 1.1 0.86
O -2.841 5.310 1.365 -0.9 0.1 -2.5 -0.59
C -2.810 4.384 -1.305 0.3 1.3 1.9 -0.22
H -5.335 3.886 0.194 0.3 0.1 0.4 0.03
H -5.771 5.212 -0.856 0.2 0.2 -0.2 0.04
H -5.818 5.500 0.867 0.4 -0.1 0.2 0.05
H -1.783 4.749 -1.294 0.1 -0.2 -0.3 0.01
H -3.213 4.476 -2.313 -0.3 -0.1 0.4 0.05
H -2.806 3.406 -0.823 -0.4 -0.1 -0.4 0.04
C -3.558 -5.160 -3.994 1.5 0.4 0.7 -0.23
S -1.692 -5.142 -3.946 -1.0 0.0 -0.4 0.85
O -1.365 -4.256 -5.128 0.3 -0.1 1.2 -0.59
C -1.600 -4.224 -2.333 0.4 -0.3 -0.4 -0.26
H -3.890 -5.481 -4.982 0.1 -0.2 0.3 0.05
H -3.827 -4.119 -3.816 -0.2 0.0 -0.1 0.03
H -3.831 -5.769 -3.133 -0.5 -0.2 -0.3 0.05
H -1.809 -3.193 -2.616 -0.2 0.0 0.5 0.04
H -0.670 -4.298 -1.769 0.7 0.2 -1.0 0.04
H -2.219 -4.669 -1.554 -0.9 0.2 -0.6 0.04
C -3.621 -0.289 1.870 -0.2 0.2 -0.1 -0.27
S -3.747 1.291 2.786 -2.5 -0.2 0.7 0.85
O -5.161 1.824 2.559 1.4 0.0 -0.8 -0.58
C -4.048 0.655 4.486 1.6 -0.4 -0.6 -0.23
H -3.557 -0.151 0.790 0.1 0.7 0.1 0.02
H -4.549 -0.852 1.966 0.2 -0.2 0.6 0.06
H -2.719 -0.823 2.167 -0.2 -0.2 0.3 0.04
H -4.894 -0.032 4.508 -0.1 0.4 -0.2 0.06
H -4.133 1.541 5.116 -0.3 -0.1 -0.2 0.05
H -3.151 0.110 4.781 0.1 -0.1 0.2 0.04

***

These records have M values of 598.44 101.15 297.77 1213.78 g/mol, in the order they appear.
These records have E_tot values of -2089.8298 -326.9491 -2639.1247 -7776.9367 a.u., in the order they appear.